[1]
Formula: C3H9N4
Source: the Open Molecules 2025 dataset
Level of theory: ωB97M-V with the def2-TZVPD basis set

Calculated values
* orbital gap (spin up / spin down): 6.475 / 9.025 eV
* E_LUMO (spin up / spin down): -5.87 / -4.05 eV
* HOMO energy (spin up / spin down): -12.34 / -13.08 eV
* charge: +1

Last column: Mulliken charge in e.
Atoms and positions in Å:
C1 -0.57 0.58 -0.80  0.798
C2 0.28 -1.37 0.55  -1.411
C3 0.29 -0.50 -0.59  -0.152
N1 1.82 0.42 1.76  0.055
N2 1.72 1.20 0.92  -0.193
N3 -0.33 1.32 -1.96  -0.490
N4 -1.59 0.71 0.10  -0.313
H1 1.06 -2.10 0.64  0.426
H2 0.49 -0.86 1.56  0.426
H3 -0.77 -1.81 0.67  0.344
H4 0.89 -0.72 -1.40  0.293
H5 2.58 0.13 2.35  0.262
H6 0.47 1.01 -2.53  0.246
H7 -0.30 2.33 -2.01  0.284
H8 -1.47 0.35 1.01  0.200
H9 -2.31 1.38 0.10  0.226


[2]
Formula: C3H9N4
Source: the Open Molecules 2025 dataset
Level of theory: ωB97M-V with the def2-TZVPD basis set

Calculated values
* orbital gap: 7.431 eV
* E_LUMO: -6.09 eV
* HOMO energy: -13.52 eV
* charge: +1

Last column: Mulliken charge in e.
Atoms and positions in Å:
C1 -0.66 -0.78 0.00  -0.365
C2 0.47 -0.08 0.12  0.854
C3 -2.01 -0.12 -0.01  -0.539
N1 0.87 1.06 0.15  0.646
N2 2.26 -1.53 0.12  -0.723
N3 1.81 1.79 0.09  -0.879
N4 -2.03 1.29 0.18  -0.541
H1 -0.49 -1.92 -0.06  0.332
H2 -2.57 -0.54 -0.88  0.359
H3 -2.77 -0.46 0.64  0.440
H4 2.69 -2.42 0.31  0.238
H5 1.83 -1.58 -0.78  0.266
H6 1.88 2.72 0.29  0.276
H7 3.00 -0.83 0.14  0.229
H8 -1.34 1.86 -0.32  0.177
H9 -2.95 1.54 0.02  0.229


[3]
Formula: C3H9N4
Source: the Open Molecules 2025 dataset
Level of theory: ωB97M-V with the def2-TZVPD basis set

Calculated values
* orbital gap (spin up / spin down): 9.443 / 9.443 eV
* E_LUMO (spin up / spin down): -4.80 / -4.80 eV
* HOMO energy (spin up / spin down): -14.25 / -14.25 eV
* charge: +1

Last column: Mulliken charge in e.
Atoms and positions in Å:
C1 0.25 -1.35 0.02  0.386
C2 0.39 -0.05 0.90  -0.195
C3 0.00 2.26 0.09  -0.855
N1 -0.60 -1.17 -0.93  -0.699
N2 -0.47 0.91 0.43  -0.172
N3 0.78 -2.54 0.25  -0.364
N4 -1.16 0.05 -1.09  0.012
H1 0.20 -0.43 1.95  0.348
H2 1.47 0.17 0.62  0.316
H3 0.48 2.53 1.06  0.368
H4 0.71 2.44 -0.67  0.371
H5 -0.81 2.88 -0.15  0.328
H6 1.47 -2.68 0.87  0.190
H7 0.56 -3.30 -0.43  0.282
H8 -1.10 0.20 -2.10  0.331
H9 -2.18 0.07 -0.82  0.353


[4]
Formula: C3H9N4
Source: the Open Molecules 2025 dataset
Level of theory: ωB97M-V with the def2-TZVPD basis set

Calculated values
* orbital gap (spin up / spin down): 6.762 / 8.401 eV
* E_LUMO (spin up / spin down): -3.00 / -7.35 eV
* spin multiplicity: 3
* HOMO energy (spin up / spin down): -9.76 / -15.76 eV
* charge: +1

Last column: Löwdin spin population.
Atoms and positions in Å:
C1 -0.84 0.89 -0.10  0.489
C2 -1.01 -0.36 0.79  0.063
C3 0.44 -0.96 0.73  0.014
N1 0.09 0.76 -1.02  0.791
N2 -1.63 2.01 0.02  0.474
N3 2.24 -0.66 -0.79  0.025
N4 0.79 -0.62 -0.62  0.077
H1 -1.26 -0.06 1.82  0.006
H2 -1.79 -1.06 0.53  0.023
H3 1.15 -0.59 1.43  0.001
H4 0.46 -2.04 1.02  0.000
H5 -2.21 2.06 0.80  0.015
H6 -1.65 2.62 -0.76  0.012
H7 2.35 0.29 -0.76  0.001
H8 2.32 -0.98 -1.76  0.002
H9 0.54 -1.29 -1.34  0.010


Results for energy relative to the best compared isomer or geometry (same formula, charge and spin): 97.0, 140.0, 101.2, 75.8 (in kcal per mole, following the order of the records).